Entry i
DFT (ωB97M-V/def2-TZVPD) results for a gas-phase ion, C3H8N4P (charge +1).

Positions of all 16 atoms, in Å:
C 0.216 0.395 -2.250
N -0.397 0.396 -1.178
P 0.298 -0.165 0.203
N 1.675 -1.059 -0.042
N 0.620 1.054 1.263
C 0.251 2.242 1.256
N -0.664 -1.114 1.111
C -1.859 -1.478 0.873
H -0.395 0.866 -3.143
H 1.188 0.036 -2.528
H 1.415 -2.026 -0.157
H 2.198 -0.990 0.813
H 0.429 2.896 2.162
H -0.412 2.569 0.419
H -2.245 -2.317 1.349
H -2.317 -1.303 -0.150

Frontier orbital gap (eV): 10.2
SMILES string: C=NP(=[NH2+])(N=C)N=C
LUMO (eV): -4.35
HOMO energy (eV): -14.52
Charge: +1

=====

Entry ii
DFT (ωB97M-V/def2-TZVPD) results for a gas-phase ion, C3H8N4P (charge +1).

Positions of all 16 atoms, in Å:
C 0.705 -1.939 0.252
P 0.980 -0.223 0.859
C 2.133 0.634 -0.284
N -0.645 0.523 0.580
N -1.247 1.279 1.453
N -2.415 1.647 0.981
C -2.548 1.101 -0.218
N -1.445 0.403 -0.486
H 1.504 -2.273 -0.397
H 0.655 -2.563 1.134
H -0.248 -2.026 -0.263
H 2.814 1.183 0.352
H 2.679 -0.127 -0.829
H 1.675 1.337 -0.973
H -3.400 1.192 -0.865
H -1.197 -0.148 -1.295

Frontier orbital gap (eV): 8.9
SMILES string: CP(C)n1nnc[nH+]1
LUMO (eV): -4.77
HOMO energy (eV): -13.66
Charge: +1

=====

Which one is most stable, and which one is least stable? entry i is the most stable of them, while entry ii is the least stable.

=====

Entry i
DFT (ωB97M-V/def2-TZVPD) results for a molecular structure, C4H4BrI.

Positions of all 10 atoms, in Å:
C -1.793 0.762 -0.213
C -0.885 -0.187 -0.055
C 1.538 -1.002 0.394
C 0.544 0.047 0.126
Br 1.349 1.801 0.014
I 3.664 -0.762 -0.036
H -2.858 0.735 -0.464
H -1.407 1.791 -0.085
H -1.168 -1.207 -0.176
H 1.016 -1.979 0.495

Frontier orbital gap (eV): 8.2
LUMO (eV): -0.40
HOMO energy (eV): -8.64

=====

Entry ii
DFT (ωB97M-V/def2-TZVPD) results for a single C4H4BrI molecule.

Positions of all 10 atoms, in Å:
C 1.152 1.204 -0.481
C -1.584 0.090 -0.671
C 0.859 -0.174 -0.307
C -0.601 -0.365 0.351
Br 2.757 1.856 0.224
I -3.479 0.221 0.171
H 0.729 -0.532 -1.398
H 1.700 -0.798 0.150
H -0.700 -0.130 1.424
H -0.832 -1.371 0.537

Frontier orbital gap (alpha / beta) (eV): 7.6 / 7.6
LUMO (alpha / beta) (eV): -0.99 / -0.99
HOMO energy (alpha / beta) (eV): -8.55 / -8.55

=====

Which one is most stable, and which one is least stable? entry i is the most stable of them, while entry ii is the least stable.

=====

Entry i
DFT (ωB97M-V/def2-TZVPD) results for a single C3H4Cl2S molecule.

Positions of all 10 atoms, in Å:
S 0.669 1.206 1.528
C 0.298 -0.456 1.028
C -0.706 -0.365 -0.070
C -0.499 -0.141 -1.365
Cl -1.703 0.375 -2.452
Cl 1.083 -0.192 -2.063
H 1.563 1.545 0.523
H 1.205 -0.969 0.653
H -0.109 -0.845 1.972
H -1.800 -0.159 0.246

Frontier orbital gap (eV): 9.6
SMILES string: SCC=C(Cl)Cl
LUMO (eV): 0.61
HOMO energy (eV): -9.00

=====

Entry ii
DFT (ωB97M-V/def2-TZVPD) results for 2 unconnected molecules or ions with the total composition C3H4Cl2S.

Positions of all 10 atoms, in Å:
S 2.772 1.184 1.203
C 2.883 0.121 0.029
Cl 3.265 0.630 -1.575
Cl 2.988 -1.581 0.185
C -0.076 -0.162 0.024
C -1.204 0.172 0.664
H 0.261 -1.132 -0.095
H 0.566 0.575 -0.470
H -1.563 1.083 0.709
H -1.878 -0.459 1.079

Frontier orbital gap (eV): 8.6
SMILES string: S=C(Cl)Cl.C=C
LUMO (eV): -0.98
HOMO energy (eV): -9.61

=====

Which one is most stable, and which one is least stable? entry i is the most stable of them, while entry ii is the least stable.

=====

Entry i
DFT (ωB97M-V/def2-TZVPD) results for a molecular structure, C11H11NO.

Positions of all 24 atoms, in Å:
C -2.377 -2.005 -0.021
C -0.926 -1.547 -0.009
C 0.165 -2.409 -0.168
C 1.823 -0.732 0.153
C 3.282 -0.176 0.164
C 0.815 0.274 0.060
C 1.198 1.832 -0.160
C 0.485 2.788 -0.069
C -0.910 2.363 -0.108
C -1.367 1.102 0.061
C -0.591 -0.050 0.252
H -2.597 -1.405 0.949
H -2.779 -1.604 -0.899
H -2.517 -3.066 0.010
H 0.125 -3.455 -0.147
H 3.251 0.169 -0.920
H 3.970 0.356 0.897
H 4.004 -1.115 0.142
H 2.174 1.976 -0.223
H 0.919 3.734 -0.213
H -1.837 3.054 0.043
H -3.007 -0.255 0.348
N 1.480 -2.013 -0.173
O -2.706 0.882 0.036

Frontier orbital gap (eV): 8.2
LUMO (eV): 0.15
HOMO energy (eV): -8.04

=====

Entry ii
DFT (ωB97M-V/def2-TZVPD) results for a single C11H11NO molecule.

Positions of all 24 atoms, in Å:
O -3.746 -0.001 0.665
C -2.645 0.041 0.144
C -1.858 1.133 -0.492
C -0.380 0.651 -0.163
C 0.740 1.347 -0.884
C 1.976 0.939 -0.506
C 2.167 -0.106 0.549
C 1.694 -1.450 -0.033
C 0.448 -1.744 -0.289
C -0.574 -0.808 -0.558
N -1.852 -1.077 -0.027
C 1.164 0.248 1.626
C -0.054 0.689 1.276
H -1.863 1.309 -1.602
H -2.105 2.185 -0.026
H 0.719 2.178 -1.627
H 2.804 1.420 -1.082
H 3.221 -0.036 1.005
H 2.329 -2.346 0.006
H 0.172 -2.664 -0.787
H -0.711 -0.829 -1.712
H -2.072 -2.084 0.142
H 1.424 0.047 2.580
H -0.999 0.956 1.794

Frontier orbital gap (eV): 9.6
SMILES string: O=C1C[C@]23C=C[C@H](C=C[C@H]2N1)C=C3
LUMO (eV): 0.72
HOMO energy (eV): -8.93

=====

Which one is most stable, and which one is least stable? entry ii is the most stable of them, while entry i is the least stable.

=====

Entry i
DFT (ωB97M-V/def2-TZVPD) results for a single H4OSSi molecule.

Positions of all 7 atoms, in Å:
O -0.055 -0.576 1.291
Si 0.251 0.576 0.200
S -0.445 -0.059 -1.756
H -0.875 -1.033 1.110
H -0.198 1.992 0.438
H 1.698 0.498 0.016
H -0.376 -1.398 -1.298

Frontier orbital gap (eV): 10.1
SMILES string: O[SiH2]S
LUMO (eV): 0.49
HOMO energy (eV): -9.65

=====

Entry ii
DFT (ωB97M-V/def2-TZVPD) results for a single H4OSSi molecule.

Positions of all 7 atoms, in Å:
O -1.885 0.133 -0.018
Si -0.148 0.494 0.014
S 2.414 0.048 0.150
H -2.250 0.105 -0.857
H -0.467 0.773 1.412
H 0.288 1.024 -1.257
H 2.670 -1.040 0.885

Frontier orbital gap (eV): 8.2
SMILES string: O[SiH2]S
LUMO (eV): -0.84
HOMO energy (eV): -9.04

=====

Which one is most stable, and which one is least stable? entry i is the most stable of them, while entry ii is the least stable.

=====

Entry i
DFT (ωB97M-V/def2-TZVPD) results for a single C2HBr2ClO molecule.

Positions of all 7 atoms, in Å:
O -0.009 0.440 -1.805
C 0.405 -0.002 -0.785
Cl 1.927 -0.760 -0.615
C -0.204 0.100 0.569
Br -1.068 -1.706 0.625
Br -1.559 1.529 0.656
H 0.508 0.398 1.355

Frontier orbital gap (eV): 10.3
SMILES string: O=C(Cl)C(Br)Br
LUMO (eV): -0.42
HOMO energy (eV): -10.74

=====

Entry ii
DFT (ωB97M-V/def2-TZVPD) results for a molecular structure, C2HBr2ClO.

Positions of all 7 atoms, in Å:
C 0.676 -1.235 0.848
C -0.870 1.994 -0.721
O 0.466 -1.641 -0.238
Cl -0.448 -0.389 1.830
Br 0.507 2.039 -2.090
Br -1.954 0.572 -1.074
H 1.622 -1.340 1.445

Frontier orbital gap (eV): 8.2
LUMO (eV): -1.28
HOMO energy (eV): -9.49

=====

Which one is most stable, and which one is least stable? entry i is the most stable of them, while entry ii is the least stable.

=====

Entry i
DFT (ωB97M-V/def2-TZVPD) results for a molecular structure, C7H14P.

Positions of all 22 atoms, in Å:
C 1.867 -0.232 0.223
C 1.707 -1.585 0.769
C -0.032 1.067 -1.394
C -0.943 0.919 0.393
C 1.401 -1.938 2.146
C -0.891 1.035 -2.580
C -2.358 0.641 0.466
P -0.015 -0.398 -0.365
H 1.954 0.583 0.932
H 2.521 -0.140 -0.636
H 2.011 -2.385 0.021
H 0.687 1.900 -1.079
H -0.571 1.890 0.843
H 1.434 -1.045 2.655
H 2.018 -2.835 2.478
H 0.281 -2.373 2.157
H -1.303 2.034 -2.550
H -1.646 0.249 -2.626
H -0.252 0.888 -3.391
H -2.878 1.377 -0.088
H -2.496 0.723 1.569
H -2.498 -0.373 0.057

Frontier orbital gap (eV): 7.3
LUMO (eV): -5.18
HOMO energy (eV): -12.44
Charge: +1

=====

Entry ii
DFT (ωB97M-V/def2-TZVPD) results for a gas-phase ion, C7H14P (charge +1).

Positions of all 22 atoms, in Å:
C 0.318 -0.967 -0.130
C 0.195 -0.853 1.209
C -0.120 0.310 1.984
C 0.319 1.707 0.269
C 0.535 -2.161 2.013
C 0.938 0.692 -2.497
C -1.934 0.508 -1.306
P -0.138 0.562 -1.016
H 0.567 -1.883 -0.605
H -1.144 0.636 2.202
H 0.672 0.683 2.707
H -0.279 2.605 0.445
H 1.381 1.690 0.316
H 0.495 -1.770 3.103
H 1.560 -2.441 1.739
H -0.226 -2.903 1.775
H 1.971 0.381 -2.203
H 0.998 1.753 -2.670
H 0.797 0.167 -3.483
H -2.148 -0.119 -2.085
H -2.403 1.390 -1.463
H -2.354 0.013 -0.304

Frontier orbital gap (eV): 9.6
LUMO (eV): -3.93
HOMO energy (eV): -13.52
Charge: +1

=====

Which one is most stable, and which one is least stable? entry ii is the most stable of them, while entry i is the least stable.

=====

Entry i
DFT (ωB97M-V/def2-TZVPD) results for a gas-phase ion, C7H8N3 (charge +1).

Positions of all 18 atoms, in Å:
C 2.487 1.424 0.030
C 2.526 0.138 0.398
C 1.800 -1.026 -0.085
C 0.470 -1.264 -0.235
C -0.764 -0.590 -0.271
C -2.045 -1.159 0.006
N -3.139 -0.475 0.206
C -3.057 0.827 0.211
N -1.965 1.427 -0.144
N -0.958 0.778 -0.416
H 3.177 2.140 0.483
H 1.872 1.928 -0.704
H 3.122 -0.241 1.275
H 2.378 -1.955 -0.197
H 0.372 -2.362 -0.377
H -2.204 -2.268 0.069
H -3.965 1.363 0.476
H -0.108 1.316 -0.726

Frontier orbital gap (eV): 7.9
SMILES string: C=C/C=C\c1cncn[nH+]1
LUMO (eV): -5.84
HOMO energy (eV): -13.74
Charge: +1

=====

Entry ii
DFT (ωB97M-V/def2-TZVPD) results for a gas-phase ion, C7H8N3 (charge +1).

Positions of all 18 atoms, in Å:
C -0.211 1.204 0.024
C 1.045 1.368 -0.246
C 2.138 0.411 0.263
C 1.775 -0.923 -0.323
C 0.500 -1.357 -0.355
N -0.402 -0.925 0.636
N -1.644 -1.277 0.433
C -2.449 -0.601 -0.337
N -2.500 0.698 -0.286
C -1.577 1.472 0.215
H 1.311 2.102 -0.836
H 2.046 0.344 1.288
H 2.992 0.835 -0.188
H 2.441 -1.309 -0.919
H -0.066 -2.063 -0.975
H -0.133 -0.937 1.581
H -3.255 -1.260 -0.734
H -2.010 2.219 0.761

Frontier orbital gap (eV): 7.8
SMILES string: C1=CC\C=C/[NH+]=N\C=N/C=1
LUMO (eV): -6.09
HOMO energy (eV): -13.88
Charge: +1

=====

Which one is most stable, and which one is least stable? entry i is the most stable of them, while entry ii is the least stable.